No. 1
Formula: C9H15N3O2S
Source: OMol25
Level of theory: wB97M-V/def2-TZVPD

```
30
C9H15N3O2S wB97M-V/def2-TZVPD
O 0.7954 2.4262 -0.2587
S 0.8944 1.0206 -0.5008
O 0.6886 0.5391 -1.8454
C 2.5197 0.4458 -0.0801
C 3.2773 0.3831 1.0598
N 4.4717 -0.1927 0.7848
C 4.4544 -0.4764 -0.4901
N 3.2880 -0.1122 -1.0639
N -0.0289 0.2252 0.6131
C -1.0993 0.9738 1.2347
C -2.1781 1.4172 0.2437
C -3.0585 0.2825 -0.2731
C -2.2741 -0.8590 -0.9208
C -1.5377 -1.7207 0.1070
C -0.1324 -1.2034 0.4276
H 3.0303 0.7176 2.0459
H 5.2602 -0.9411 -1.0217
H 2.9782 -0.1931 -2.0205
H -1.5201 0.3666 2.0388
H -0.6346 1.8626 1.6677
H -2.8089 2.1637 0.7313
H -1.6716 1.9007 -0.5936
H -3.6577 -0.1177 0.5499
H -3.7501 0.6981 -1.0093
H -2.9770 -1.4899 -1.4692
H -1.5572 -0.4537 -1.6371
H -2.1289 -1.7758 1.0235
H -1.4277 -2.7393 -0.2703
H 0.2474 -1.7048 1.3280
H 0.5372 -1.4432 -0.4016
```

Summary:
Max |F|, eV/A: 1.14
SMILES: O=S(=O)(c1cnc[nH]1)N1CCCCCC1
LUMO level, eV: 0.7293
Total charge: 0
Spin multiplicity: 1

And the Löwdin charges, in e, turn out to be: atom 1 (O): -0.2646, atom 2 (S): 0.6727, atom 3 (O): -0.2941, atom 4 (C): -0.3058, atom 5 (C): -0.1148, atom 6 (N): 0.0629, atom 7 (C): -0.1849, atom 8 (N): 0.0817, atom 9 (N): -0.2486, atom 10 (C): -0.1887, atom 11 (C): -0.1796, atom 12 (C): -0.2026, atom 13 (C): -0.1933, atom 14 (C): -0.1711, atom 15 (C): -0.2036, atom 16 (H): 0.1102, atom 17 (H): 0.1186, atom 18 (H): 0.1521, atom 19 (H): 0.1330, atom 20 (H): 0.1155, atom 21 (H): 0.1157, atom 22 (H): 0.1025, atom 23 (H): 0.1106, atom 24 (H): 0.1094, atom 25 (H): 0.1092, atom 26 (H): 0.1003, atom 27 (H): 0.1072, atom 28 (H): 0.1122, atom 29 (H): 0.1260, atom 30 (H): 0.1119


No. 2
Formula: C4H5NO
Source: OMol25
Level of theory: wB97M-V/def2-TZVPD

```
11
C4H5NO wB97M-V/def2-TZVPD
C 1.8627 -2.0073 0.0396
C 1.0301 -1.1553 -0.1568
C 0.3378 0.1298 -0.2406
N -0.7037 0.2335 0.7857
C -1.5898 1.2641 0.8237
O -1.6146 2.1777 0.0250
H 2.7271 -2.5857 0.2597
H -0.1038 0.3606 -1.2201
H 1.1889 0.7900 -0.0922
H -0.7830 -0.5011 1.4742
H -2.2965 1.1963 1.6769
```

Summary:
Max |F|, eV/A: 1.13
SMILES: C#CCNC=O
LUMO level, eV: 0.8028
Total charge: 0
Spin multiplicity: 1

And the Löwdin charges, in e, turn out to be: atom 1 (C): 0.1101, atom 2 (C): -0.1272, atom 3 (C): -0.1962, atom 4 (N): 0.0195, atom 5 (C): -0.3710, atom 6 (O): 0.0179, atom 7 (H): 0.0272, atom 8 (H): 0.1305, atom 9 (H): 0.1282, atom 10 (H): 0.1292, atom 11 (H): 0.1317


No. 3
Formula: C3H7N2O2
Source: OMol25
Level of theory: wB97M-V/def2-TZVPD

```
14
C3H7N2O2 wB97M-V/def2-TZVPD
C 0.7531 0.7744 0.1398
C 0.0362 -1.2183 0.2522
C -0.6973 0.2400 0.4615
N 1.2405 -0.4590 -0.0780
N -1.7073 0.7218 -0.5288
O 1.2362 1.8727 -0.0041
O 2.5485 -0.8610 -0.3170
H 0.3395 -1.8976 1.1795
H -0.1836 -1.9065 -0.6258
H -1.0246 0.4725 1.4127
H -2.3190 -0.0360 -0.7432
H -1.1053 1.0665 -1.2597
H -2.2508 1.5348 -0.1118
H 3.1340 -0.3043 0.2226
```

Summary:
Max |F|, eV/A: 6.19
LUMO level (alpha / beta), eV: -3.5745 / -6.9948
Total charge: +1
Spin multiplicity: 3

And the Löwdin charges, in e, turn out to be: atom 1 (C): -0.5013, atom 2 (C): 0.0362, atom 3 (C): -0.1302, atom 4 (N): -0.0566, atom 5 (N): 0.2322, atom 6 (O): 0.1321, atom 7 (O): 0.1638, atom 8 (H): 0.1923, atom 9 (H): 0.1562, atom 10 (H): 0.1093, atom 11 (H): 0.1499, atom 12 (H): 0.1557, atom 13 (H): 0.2067, atom 14 (H): 0.1538


No. 4
Formula: C21H27N3O4S
Source: OMol25
Level of theory: wB97M-V/def2-TZVPD

```
56
C21H27N3O4S wB97M-V/def2-TZVPD
C -0.1496 3.7115 -0.1883
C -1.0932 2.9278 -1.0943
C -2.2718 2.2555 -0.3724
C -3.1012 3.2673 0.4237
C -3.1689 1.5646 -1.4078
N -1.7261 1.2518 0.5405
C -2.4531 0.4735 1.3484
O -3.6624 0.5050 1.4744
C -1.6069 -0.5040 2.1815
N -0.7498 -1.3388 1.3600
C 0.5682 -1.3972 1.6085
O 1.1051 -0.8016 2.5249
C 1.3748 -2.3451 0.7134
N 1.4562 -1.8235 -0.6316
S 1.9019 -0.2303 -0.8524
O 1.0209 0.5716 -0.0533
O 1.8861 -0.0310 -2.2706
C 3.5710 -0.0959 -0.2379
C 3.7908 0.1056 1.1104
C 5.0980 0.1706 1.5684
C 6.1530 0.0369 0.6794
C 5.9139 -0.1623 -0.6723
C 4.6112 -0.2324 -1.1367
C -1.4115 -2.0751 0.3363
C -2.1347 -3.2089 0.6846
C -2.8219 -3.9148 -0.2866
C -2.7911 -3.4902 -1.6042
C -2.0723 -2.3581 -1.9488
C -1.3841 -1.6447 -0.9830
H 0.2645 3.0690 0.5840
H -0.6564 4.5504 0.2813
H 0.6775 4.1008 -0.7780
H -1.4993 3.5974 -1.8554
H -0.5157 2.1531 -1.6044
H -2.5235 3.6696 1.2509
H -3.9795 2.7745 0.8300
H -3.4167 4.0829 -0.2216
H -3.6379 2.3044 -2.0512
H -3.9451 1.0002 -0.8986
H -2.5862 0.8831 -2.0230
H -0.7308 1.0772 0.4664
H -0.9607 0.0517 2.8660
H -2.2978 -1.1273 2.7588
H 2.3659 -2.4617 1.1761
H 0.8772 -3.3192 0.6768
H 1.9245 -2.4253 -1.2904
H 2.9507 0.2035 1.7808
H 5.2896 0.3267 2.6188
H 7.1693 0.0913 1.0403
H 6.7389 -0.2611 -1.3612
H 4.3816 -0.3735 -2.1812
H -2.1563 -3.5330 1.7148
H -3.3843 -4.7949 -0.0127
H -3.3314 -4.0396 -2.3605
H -2.0512 -2.0225 -2.9747
H -0.8193 -0.7656 -1.2463
```

Summary:
Max |F|, eV/A: 0.99
SMILES: CCC(C)(C)NC(=O)CN(C(=O)CNS(=O)(=O)c1ccccc1)c1ccccc1
LUMO level, eV: 0.3082
Total charge: 0
Spin multiplicity: 1

And the Löwdin charges, in e, turn out to be: atom 1 (C): -0.0896, atom 2 (C): -0.1952, atom 3 (C): -0.5324, atom 4 (C): -0.0285, atom 5 (C): -0.0239, atom 6 (N): 0.1405, atom 7 (C): -0.4678, atom 8 (O): 0.0601, atom 9 (C): -0.0177, atom 10 (N): 0.0000, atom 11 (C): -0.4652, atom 12 (O): 0.0514, atom 13 (C): -0.1099, atom 14 (N): -0.1093, atom 15 (S): 0.6692, atom 16 (O): -0.2816, atom 17 (O): -0.2749, atom 18 (C): -0.2698, atom 19 (C): -0.0486, atom 20 (C): -0.0550, atom 21 (C): -0.0707, atom 22 (C): -0.0672, atom 23 (C): -0.0601, atom 24 (C): -0.2275, atom 25 (C): -0.0073, atom 26 (C): -0.0749, atom 27 (C): -0.0810, atom 28 (C): -0.0595, atom 29 (C): -0.0239, atom 30 (H): 0.0637, atom 31 (H): 0.0673, atom 32 (H): 0.0750, atom 33 (H): 0.1195, atom 34 (H): 0.1025, atom 35 (H): 0.0819, atom 36 (H): 0.0763, atom 37 (H): 0.0877, atom 38 (H): 0.0851, atom 39 (H): 0.0802, atom 40 (H): 0.0721, atom 41 (H): 0.0904, atom 42 (H): 0.1343, atom 43 (H): 0.1354, atom 44 (H): 0.1283, atom 45 (H): 0.1354, atom 46 (H): 0.1238, atom 47 (H): 0.0976, atom 48 (H): 0.1106, atom 49 (H): 0.1063, atom 50 (H): 0.1073, atom 51 (H): 0.1115, atom 52 (H): 0.1216, atom 53 (H): 0.1036, atom 54 (H): 0.1028, atom 55 (H): 0.1086, atom 56 (H): 0.0918


No. 5
Formula: C18H44N2O5
Source: OMol25
Level of theory: wB97M-V/def2-TZVPD

```
69
C18H44N2O5 wB97M-V/def2-TZVPD
C -5.2985 1.4571 1.8819
C -4.3466 0.2633 1.6845
C -2.9687 0.4043 2.3856
C -5.0483 -1.0064 2.3675
C -6.1913 -1.6472 1.5882
C -5.6070 -1.9817 0.2377
C -5.0451 -0.7798 -0.5593
C -4.2129 -1.3398 -1.7311
C -6.1714 0.0842 -1.1572
N -4.0841 0.1020 0.2060
O -3.3065 1.0708 -0.3935
H -5.4167 1.7890 2.9134
H -4.8917 2.3759 1.4595
H -6.2975 1.3943 1.4506
H -3.1298 0.6102 3.4438
H -2.3727 -0.5067 2.3302
H -2.4066 1.2289 1.9472
H -4.3548 -1.8064 2.6266
H -5.4945 -0.6367 3.2907
H -6.5601 -2.5458 2.0829
H -7.0526 -0.9918 1.4590
H -6.4971 -2.4026 -0.2300
H -4.9893 -2.8782 0.2917
H -3.3787 -1.9219 -1.3395
H -3.8621 -0.5970 -2.4475
H -4.8341 -2.0544 -2.2712
H -5.8487 0.8695 -1.8407
H -6.7002 0.5640 -0.3337
H -6.9032 -0.5265 -1.6860
H -3.9026 1.8162 -0.4962
C 4.6323 0.7984 -2.2928
C 4.2501 1.1573 -0.8644
C 3.5892 2.5914 -0.8472
C 3.2036 0.1116 -0.4021
C 3.7065 -1.3345 -0.1386
C 4.8534 -1.2341 0.7903
C 5.9701 -0.2264 0.4029
C 6.8504 -0.0770 1.6333
C 6.8349 -0.8160 -0.6815
N 5.3945 1.1185 0.1096
O 6.3160 2.1392 -0.2273
H 5.5778 1.1818 -2.6765
H 4.5997 -0.2716 -2.4977
H 3.9437 1.2288 -3.0199
H 4.1615 3.3679 -1.3547
H 2.7160 2.3988 -1.4705
H 3.3559 3.1163 0.0791
H 2.7949 0.5085 0.5271
H 2.4209 0.0376 -1.1572
H 2.9189 -1.9023 0.3568
H 3.9215 -1.8563 -1.0711
H 5.2115 -2.2462 0.9786
H 4.4025 -0.9428 1.7390
H 6.3290 0.3686 2.4804
H 7.7252 0.5634 1.5204
H 7.1560 -1.0479 2.0233
H 6.2417 -1.4037 -1.3821
H 7.5418 -1.5805 -0.3589
H 7.3345 0.0125 -1.1835
H 6.3207 2.6007 0.6144
O -0.1075 2.5152 -0.7274
H 0.0695 2.8070 -1.6216
H 0.4295 3.0861 -0.1778
O 0.0279 -2.7446 -1.2803
H -0.1409 -3.1998 -2.1052
H -0.3621 -1.8787 -1.3998
O -0.8315 -0.1033 -1.3030
H -1.7690 0.0478 -1.1831
H -0.4169 0.7014 -0.9917
```

Summary:
Max |F|, eV/A: 4.83
SMILES: CC1(C)CCCC(C)(C)N1O.CC1(C)CCCC(C)(C)N1O.O.O.O
LUMO level, eV: 0.4048
Total charge: 0
Spin multiplicity: 1

And the Löwdin charges, in e, turn out to be: atom 1 (C): -0.0424, atom 2 (C): -0.4366, atom 3 (C): -0.0284, atom 4 (C): -0.1253, atom 5 (C): -0.1980, atom 6 (C): -0.1483, atom 7 (C): -0.4581, atom 8 (C): -0.0430, atom 9 (C): -0.0317, atom 10 (N): -0.1381, atom 11 (O): -0.0121, atom 12 (H): 0.0816, atom 13 (H): 0.0739, atom 14 (H): 0.0665, atom 15 (H): 0.0796, atom 16 (H): 0.0860, atom 17 (H): 0.0737, atom 18 (H): 0.1161, atom 19 (H): 0.1105, atom 20 (H): 0.1151, atom 21 (H): 0.1072, atom 22 (H): 0.1158, atom 23 (H): 0.1248, atom 24 (H): 0.0845, atom 25 (H): 0.0821, atom 26 (H): 0.0833, atom 27 (H): 0.0822, atom 28 (H): 0.0571, atom 29 (H): 0.0850, atom 30 (H): 0.1001, atom 31 (C): -0.0424, atom 32 (C): -0.4703, atom 33 (C): -0.0331, atom 34 (C): -0.1239, atom 35 (C): -0.1864, atom 36 (C): -0.1613, atom 37 (C): -0.5060, atom 38 (C): -0.0599, atom 39 (C): -0.0388, atom 40 (N): -0.0992, atom 41 (O): -0.0158, atom 42 (H): 0.0852, atom 43 (H): 0.0731, atom 44 (H): 0.0806, atom 45 (H): 0.0731, atom 46 (H): 0.0590, atom 47 (H): 0.0777, atom 48 (H): 0.1204, atom 49 (H): 0.1162, atom 50 (H): 0.1169, atom 51 (H): 0.1053, atom 52 (H): 0.1267, atom 53 (H): 0.1206, atom 54 (H): 0.0808, atom 55 (H): 0.0812, atom 56 (H): 0.0851, atom 57 (H): 0.0717, atom 58 (H): 0.0871, atom 59 (H): 0.0867, atom 60 (H): 0.1024, atom 61 (O): -0.0348, atom 62 (H): 0.0544, atom 63 (H): 0.0486, atom 64 (O): -0.0721, atom 65 (H): 0.0213, atom 66 (H): -0.0372, atom 67 (O): -0.0520, atom 68 (H): 0.0034, atom 69 (H): -0.0073


No. 6
Formula: C19H19FeN6S
Source: OMol25
Level of theory: wB97M-V/def2-TZVPD

```
46
C19H19FeN6S wB97M-V/def2-TZVPD
Fe -0.2909 -0.1913 0.4707
C -3.9008 -3.5048 0.6511
C -3.0950 -2.9980 1.6560
C -1.8395 -2.4864 1.3457
C -1.4092 -2.4852 0.0157
C -2.2189 -3.0012 -1.0010
C -3.4585 -3.5107 -0.6726
N -0.2056 -1.8041 -0.2681
C 0.7935 -2.3089 -1.0585
C 0.8957 -3.6873 -1.3016
C 1.9190 -4.1876 -2.0768
C 2.8623 -3.3368 -2.6604
C 2.7728 -1.9758 -2.4609
C 1.7650 -1.4431 -1.6545
N 1.7197 -0.0580 -1.6013
N 0.9217 0.4355 -0.7888
C 0.6020 1.8150 -0.7299
C 1.1625 2.8927 -1.3666
C 0.5660 4.1233 -1.1043
C -0.5271 4.1988 -0.2533
C -1.0180 3.0427 0.3390
N -0.4498 1.8639 0.1052
H -4.8725 -3.9135 0.8921
H -3.4252 -3.0329 2.6856
H -1.1463 -2.1896 2.1241
H -1.8816 -2.9751 -2.0292
H -4.0949 -3.9101 -1.4504
H 0.1804 -4.3562 -0.8429
H 1.9914 -5.2555 -2.2324
H 3.6534 -3.7444 -3.2739
H 3.4708 -1.2891 -2.9199
H 2.0055 2.7765 -2.0322
H 0.9534 5.0195 -1.5697
H -0.9998 5.1473 -0.0430
H -1.8676 3.0626 1.0075
C -2.1343 -0.2253 5.1531
N -1.3559 -0.0980 3.9232
C -0.0378 -0.2138 3.8622
N 0.6437 -0.4651 4.9720
S 0.8848 -0.0206 2.4107
H -3.1850 -0.1077 4.9076
H -1.8620 0.5507 5.8698
H -1.9924 -1.2108 5.5980
H -1.8342 0.1577 3.0769
H 0.2060 -0.5006 5.8789
H 1.6440 -0.5738 4.9272
```

Summary:
Max |F|, eV/A: 1.06
LUMO level (alpha / beta), eV: -7.8575 / -7.5279
Total charge: +2
Spin multiplicity: 2

And the Löwdin charges, in e, turn out to be: atom 1 (Fe): 0.5002, atom 2 (C): -0.0378, atom 3 (C): -0.0524, atom 4 (C): -0.0403, atom 5 (C): -0.2787, atom 6 (C): -0.0041, atom 7 (C): -0.0294, atom 8 (N): -0.0198, atom 9 (C): -0.1676, atom 10 (C): 0.0134, atom 11 (C): -0.0125, atom 12 (C): -0.0215, atom 13 (C): 0.0158, atom 14 (C): -0.1577, atom 15 (N): 0.1819, atom 16 (N): -0.0484, atom 17 (C): -0.2787, atom 18 (C): 0.0517, atom 19 (C): 0.0058, atom 20 (C): -0.0039, atom 21 (C): -0.0640, atom 22 (N): 0.0300, atom 23 (H): 0.1222, atom 24 (H): 0.1150, atom 25 (H): 0.0835, atom 26 (H): 0.1319, atom 27 (H): 0.1248, atom 28 (H): 0.1291, atom 29 (H): 0.1285, atom 30 (H): 0.1258, atom 31 (H): 0.1309, atom 32 (H): 0.1338, atom 33 (H): 0.1332, atom 34 (H): 0.1273, atom 35 (H): 0.1294, atom 36 (C): -0.0292, atom 37 (N): -0.0243, atom 38 (C): -0.7756, atom 39 (N): 0.1564, atom 40 (S): 0.8032, atom 41 (H): 0.1020, atom 42 (H): 0.1044, atom 43 (H): 0.1032, atom 44 (H): 0.1195, atom 45 (H): 0.1216, atom 46 (H): 0.1212